# C64H61N2OP2SiTeV

A structure of composition C64H61N2OP2SiTeV at a distorted geometry (wB97M-V/def2-TZVPD, the OMol25 dataset).

- energy above the lowest of the compared OMol25 structures with the same formula, charge and spin (eV) = 0.0000
- molecular weight (Da) = 1142.78
- net charge = +3
- spin multiplicity = 2
- expectation value of S² = 0.78
- F_max (eV/Å) = 2.6
- E_HOMO (alpha / beta) (eV) = -15.36 / -15.37
- frontier orbital gap (alpha / beta) (Ha) = 0.256 / 0.267

Last column: Mulliken charge in e.
Geometry (Å):
Te -0.98016 -2.08749 -0.93838  -0.798
V 0.38773 1.13887 -0.18502  0.888
P 2.73641 1.94407 -0.08214  1.822
P -2.06429 1.44730 0.33066  1.430
Si 0.01863 3.61831 -0.60648  2.190
O 0.44213 0.45591 -1.73362  1.127
N 0.53314 1.35880 1.80758  -0.079
N -0.64663 -1.32138 -2.79248  -0.394
C -3.38480 -3.23121 -2.47219  0.768
C -5.10285 -6.63152 -2.57928  -1.693
C 2.81125 3.73982 -0.00095  -0.160
C -2.11618 5.51650 2.42724  -0.876
C -3.62985 -0.79026 0.86336  -1.011
C 4.82775 0.74015 -1.58112  -0.552
C 0.81047 1.62639 4.35420  -0.212
C 2.89784 -4.98790 -0.72612  0.459
C 1.51219 -3.22342 0.20390  0.419
C -3.03125 4.55140 2.82614  -0.959
C -1.17218 3.98431 0.79966  0.329
C 3.69243 1.54341 -1.57297  0.833
C -4.57435 1.91857 -0.74820  -0.488
C -2.93009 -0.94584 3.54396  -0.908
C -3.02021 3.29600 2.23431  -0.449
C 0.69699 -3.31899 -0.93761  0.978
C 1.50434 0.74275 6.45745  -0.948
C 0.03960 -0.27340 -2.87875  0.110
C -3.34736 -5.64811 -1.06179  -0.981
C 0.42710 2.91279 6.32710  -0.880
C 3.59632 1.26191 1.35687  0.734
C 2.06514 -5.03153 -1.83643  -0.814
C -0.58682 4.09902 -2.26659  -1.089
C 4.77027 0.12560 3.61774  -0.914
C 4.07748 -5.91324 -0.61570  -1.535
C 1.65345 4.45993 -0.30085  0.065
C -5.03484 2.06141 -3.10683  -0.865
C 3.83157 -0.11481 1.41551  -1.216
C -4.12402 -1.82184 1.64996  -0.471
C 0.07294 -4.43871 -3.18993  -1.743
C -4.21060 -4.29234 -2.82767  -0.734
C 4.03915 4.38043 0.18305  -0.156
C 1.01216 1.89261 7.07052  -0.477
C 2.97161 6.49635 -0.20649  -0.938
C 5.52303 0.53177 -2.76814  -0.919
C 4.11256 5.75739 0.09642  -1.029
C 0.65795 1.47898 2.94575  0.903
C 2.60384 -4.07280 0.28418  -0.727
C -2.78501 0.17599 1.40968  0.956
C 1.40945 0.59897 5.08683  -0.427
C -1.19361 5.23480 1.42624  -0.852
C -2.09782 3.01901 1.23022  0.610
C -2.49125 -4.63318 -0.65899  0.346
C -3.55497 -1.92800 -3.20978  -1.170
C 1.25852 -2.29057 1.36877  -1.837
C 5.09435 1.12787 -3.94237  -0.642
C 0.48767 0.31969 -4.16073  -1.124
C -1.66221 -4.84694 0.58483  -1.777
C 3.26816 2.14567 -2.76012  -0.997
C -2.81049 1.58050 -2.35373  -0.277
C 0.94033 -4.22232 -1.97337  0.863
C 3.96827 1.94563 -3.93730  -0.561
C -3.23210 1.64889 -1.03084  0.743
C -3.77290 -1.90197 2.99081  -0.999
C 0.31734 2.78749 4.95475  -0.155
C -4.19011 -5.51125 -2.16158  0.385
C 3.91389 2.05409 2.45994  -0.775
C 1.76094 5.85531 -0.41451  -0.597
C -5.46850 2.12174 -1.78365  -0.774
C -2.43729 0.08659 2.75901  -0.603
C 4.42883 -0.67586 2.53415  -1.235
C -2.48969 -3.46365 -1.42727  1.518
C 4.50347 1.48670 3.58288  -0.788
C -3.70749 1.79014 -3.39475  -0.811
H 3.64932 2.43703 -4.84787  0.490
H -1.81665 0.84361 3.21895  0.369
H -3.75624 4.77603 3.59748  0.464
H 0.26697 -0.37083 -4.96832  0.424
H 0.05704 3.80187 6.81886  0.496
H -4.61592 -1.75699 -3.38909  0.588
H 0.89700 6.45424 -0.68409  0.480
H -4.79362 -2.55311 1.21486  0.549
H -5.73762 2.23402 -3.91151  0.467
H 6.41063 -0.08712 -2.76597  0.491
H 1.79412 -0.28001 4.58588  0.609
H -0.57374 5.19408 -2.31193  0.570
H 3.03499 7.57315 -0.29660  0.474
H 5.20507 0.30045 -0.67032  0.560
H 0.08146 3.73090 -3.04855  0.375
H 5.24781 -0.31095 4.48572  0.472
H -4.17198 -2.69473 3.61008  0.464
H 0.68964 -4.41861 -4.08830  0.598
H 1.08569 1.99512 8.14553  0.454
H -0.38564 -5.42756 -3.13348  0.380
H -0.73721 -5.38674 0.37684  0.344
H -2.66471 -0.99756 4.59197  0.545
H 2.40752 2.80720 -2.76138  0.440
H 3.56474 -0.75554 0.58122  1.127
H 4.76743 -5.75805 -1.44607  0.372
H 1.96130 -0.03614 7.05199  0.502
H -3.93425 -0.72891 -0.17596  0.228
H 3.75208 -6.95337 -0.65837  0.366
H -3.18353 -1.06588 -2.65554  -0.412
H 3.71993 3.11818 2.44516  0.428
H -5.36956 -6.55476 -3.63179  0.418
H 1.55570 0.53116 -4.11798  0.110
H -3.04919 -1.93842 -4.17576  0.403
H 4.93807 3.80596 0.37379  0.587
H 5.06045 6.25786 0.24402  0.494
H -4.64050 -7.60209 -2.40636  0.425
H 4.76390 2.11314 4.42632  0.503
H -2.12130 6.49266 2.89478  0.496
H 4.64453 -1.73690 2.55653  0.535
H -1.40350 -3.91473 1.09949  -0.038
H -6.50719 2.32941 -1.56287  0.497
H 2.14373 -2.22611 1.99889  0.291
H -1.77598 1.37509 -2.58350  0.068
H -4.90714 -4.14789 -3.64769  0.529
H 0.43712 -2.63792 2.00155  0.460
H -0.13606 3.56667 4.35298  0.512
H -1.60359 3.77047 -2.46853  0.264
H 1.02269 -1.26662 1.06248  0.265
H -0.03440 1.26533 -4.33270  0.198
H -0.72019 -3.70580 -3.31773  0.093
H 3.23930 -4.02946 1.16222  0.399
H -6.02805 -6.60087 -1.99999  0.306
H -2.23655 -5.42726 1.30555  0.651
H -3.72538 2.54252 2.56271  0.497
H -0.48221 6.00138 1.14544  0.338
H -3.36534 -6.57059 -0.48997  0.570
H 4.62036 -5.76461 0.31553  0.389
H -4.92413 1.97291 0.27663  0.465
H -3.37134 1.74115 -4.42285  0.521
H 2.28194 -5.73904 -2.63074  0.528
H 5.64544 0.97233 -4.86056  0.448